Formula: C10H12BN3O10
Source: OMol25
Level of theory: ωB97M-V/def2-TZVPD

- charge = 0
- LUMO (eV) = -2.6
- E_tot (eV) = -36185.1960
- HOMO (Ha) = -0.34953
- relative energy (zero: lowest compared OMol25 entry of this formula, charge and spin) (eV) = 1.561

Geometry as XYZ:
```
36
C10H12BN3O10, DFT ωB97M-V/def2-TZVPD
O 0.07525 -1.81773 -4.13565
O 1.87254 -0.99102 -2.74792
O 3.88353 0.05064 -5.34621
O -1.62487 -3.31037 -4.10932
O 3.33704 0.72773 -2.60488
O 2.31931 -1.54427 -4.98854
O 1.75497 -3.30490 -3.43354
O -2.70470 0.00857 3.82463
O 0.43038 -5.12987 -3.25048
O -0.99065 0.50788 5.43052
N 0.08252 1.54652 -0.04070
N 0.10357 -0.18117 1.74604
N 2.38078 0.61034 0.67625
C 3.08203 -0.50749 -4.61451
C -1.06564 0.76677 1.91554
C 1.00234 0.62932 0.78904
C -0.44771 -3.03638 -3.94048
C 0.58098 -3.94704 -3.51057
C -2.53216 0.19916 2.37670
C 2.80852 -0.16857 -3.24242
C -1.33645 1.07068 0.29317
C -2.15549 2.63197 4.54468
C -1.95193 0.99261 4.61682
B 1.50541 -1.91433 -3.82626
H -1.57813 0.06766 -0.25894
H 0.20267 2.58310 0.14148
H -3.01432 2.97116 3.80891
H -3.40478 0.85913 1.89941
H 0.61538 -0.49077 2.60094
H -1.12490 3.06264 4.12500
H -0.69861 1.82316 2.26849
H -2.20979 1.86647 0.23995
H 2.98107 0.65575 1.53765
H -2.26741 3.04899 5.63548
H 2.76482 0.54290 -0.30506
H -2.67560 -0.87927 1.88476
```